(1)
Formula: BrCuPt
Source: OMol25
Level of theory: the ωB97M-V functional and the def2-TZVPD basis

Atoms and positions in Å:
Br  0.586550  0.579136  -0.549918
Cu  -1.096115  -1.316476  -1.645227
Pt  0.509565  0.737339  2.195145

Forces on the atoms, in the same order (eV/Å):
Br -0.06 0.07 1.48
Cu -0.13 -0.17 -0.34
Pt 0.18 0.10 -1.14

Values from the calculation:
* gap between HOMO and LUMO (spin up / spin down): 0.375 / 0.174 hartree
* <S²>: 3.77
* total charge: +3
* E_tot: -4332.12518 Eh
* E_HOMO (spin up / spin down): -27.124 / -25.905 eV
* multiplicity: 4

***

(2)
Formula: BrFS
Source: OMol25
Level of theory: the ωB97M-V functional and the def2-TZVPD basis

Atoms and positions in Å:
S  0.229243  -0.362371  0.778112
F  0.054593  -1.517311  -0.325152
Br  -0.283836  1.879682  -0.452960

Forces on the atoms, in the same order (eV/Å):
S -0.57 2.06 -1.53
F 0.00 0.62 0.24
Br 0.57 -2.68 1.29

Values from the calculation:
* gap between HOMO and LUMO: 0.273 hartree
* energy relative to the best compared isomer or geometry (same formula, charge and spin): 0.000 eV
* E_tot: -3072.00212 Eh
* SMILES: FSBr
* E_HOMO: -10.089 eV

***

(3)
Formula: BrH10O5Zn
Source: OMol25
Level of theory: the ωB97M-V functional and the def2-TZVPD basis

Atoms and positions in Å:
H  -2.586211  2.188038  -2.954723
O  -3.201631  -1.676582  3.677947
H  4.334469  -0.097402  3.945387
Br  -0.199941  0.840778  0.497427
Zn  -1.083471  4.584758  2.046927
O  4.119569  -0.704652  3.237367
H  3.985859  1.920008  -2.225863
O  -1.142151  -4.155782  -2.070293
O  -2.734921  2.687078  -3.757893
H  3.414809  -0.271752  2.755547
H  -2.665291  -0.949772  3.361217
H  2.759169  1.033048  -2.205103
O  3.583769  1.173708  -2.670373
H  -4.026591  -1.592202  3.199887
H  -1.111771  -3.385732  -1.502553
H  -1.973131  3.262468  -3.827423
H  -1.472541  -4.856002  -1.507483

Forces on the atoms, in the same order (eV/Å):
H -0.03 -0.23 0.12
O 0.13 -0.06 0.10
H 0.15 0.10 0.24
Br -0.22 0.94 0.40
Zn 0.20 -0.90 -0.38
O 0.00 -0.14 -0.09
H 0.23 0.19 0.05
O 0.07 0.10 -0.20
O -0.17 0.05 0.04
H -0.13 0.04 -0.14
H 0.15 0.12 -0.02
H -0.18 -0.11 0.04
O -0.03 -0.08 -0.11
H -0.30 -0.07 -0.08
H 0.00 0.14 0.10
H 0.20 0.17 -0.18
H -0.09 -0.26 0.10

Values from the calculation:
* gap between HOMO and LUMO: 0.085 hartree
* energy relative to the best compared isomer or geometry (same formula, charge and spin): 9.638 eV
* total charge: +1
* E_tot: -4735.02548 Eh
* E_HOMO: -13.409 eV